# 1
ORCA calculation (wB97M-V/def2-TZVPD) on CH28Na7O19 as an isolated structure.

XYZ file:
```
55
Properties=species:S:1:pos:R:3:forces:R:3:lowdin_charge:R:1
Na -3.7773 0.1194 1.8840 0.766 1.665 -0.201 0.62
Na -3.7416 -0.2982 -1.6215 1.054 0.137 -0.426 0.65
Na -0.6318 -3.0094 3.6013 0.223 0.260 -0.579 0.72
Na 0.2172 0.1048 3.8095 -0.105 1.067 -1.173 0.57
Na -2.7216 -0.4548 4.9762 -0.249 1.449 -0.352 0.71
Na -1.4874 2.5549 1.5841 -0.742 0.003 0.257 0.52
Na -0.2972 -0.3153 0.6256 -0.294 0.523 -0.635 0.34
O -1.6460 -1.0272 2.5768 -0.263 -1.120 0.695 -0.41
H -2.0152 -1.6103 1.8853 0.312 0.179 0.208 -0.04
O -2.3672 1.1826 -0.0047 -0.477 -0.543 -0.464 -0.39
H -2.6463 1.9350 -0.5619 0.113 -0.387 0.434 -0.02
O 0.6332 1.5580 1.7237 -0.501 -0.075 0.850 -0.38
H 0.7808 2.5105 1.8832 0.051 -0.700 -0.032 0.01
O -2.0426 -0.8433 -3.1794 0.671 0.233 0.494 -0.39
H -1.2124 -1.0003 -3.6699 -0.842 0.113 0.197 -0.01
C -3.2349 2.6442 3.8488 -6.664 3.877 2.900 -1.12
O -3.9642 3.2640 4.7007 1.121 -0.154 0.740 -0.04
O -3.5927 2.7136 2.6844 -0.343 -0.315 -6.289 -0.07
O -2.3713 1.8731 4.1912 6.555 -6.028 2.676 -0.09
O 3.1688 1.7013 2.3524 1.648 -0.220 0.445 -0.06
H 2.3124 1.4354 2.0175 -1.318 -0.136 -0.410 -0.05
H 2.9698 2.3021 3.0705 0.123 0.281 0.061 0.05
O 1.4031 -1.8038 -0.0566 -0.772 -0.231 1.215 -0.04
H 2.2983 -1.5084 -0.2225 1.040 0.942 -0.472 0.01
H 1.3074 -2.5918 -0.5915 -0.579 -0.481 -0.283 0.03
O 4.3564 1.8247 -0.3756 0.341 -0.336 -0.595 -0.04
H 4.0880 1.9154 0.5387 -0.320 0.068 0.754 0.01
H 5.2263 2.2227 -0.4110 0.200 0.220 -0.151 0.06
O 1.5933 2.6495 -0.5602 -0.005 0.694 -0.285 -0.05
H 2.3522 2.2359 -0.9716 0.302 0.085 -0.287 0.01
H 1.4057 2.1020 0.2023 -0.260 -0.376 0.359 -0.05
O -3.0417 -3.2221 -3.2451 -0.870 -1.909 0.260 -0.08
H -2.2957 -3.7750 -3.4775 0.010 -0.197 -0.211 0.03
H -2.6785 -2.3379 -3.1945 0.590 1.584 -0.546 -0.08
O 1.4898 -1.7949 2.7339 -0.696 -0.095 1.579 -0.04
H 2.4327 -1.7478 2.8922 0.432 0.060 0.111 0.09
H 1.4121 -1.9542 1.7933 0.022 -0.011 -1.578 0.01
O 3.8159 -0.8964 -0.7173 -0.088 -0.918 0.242 -0.03
H 4.3002 -0.1101 -0.9694 -0.106 0.966 0.020 0.03
H 4.4936 -1.5465 -0.5319 0.235 -0.202 -0.036 0.06
O 0.3048 -4.2558 -0.9442 -0.063 0.305 0.197 -0.02
H 0.6193 -4.9086 -0.3187 0.080 -0.315 0.112 0.06
H 0.6788 -4.5270 -1.7825 0.035 -0.136 -0.449 0.07
O -1.7842 3.8737 -2.6615 -0.230 -0.012 0.306 -0.04
H -1.2396 3.0887 -2.7204 0.397 -0.201 0.007 0.01
H -2.1060 4.0100 -3.5526 -0.101 0.110 -0.228 0.04
O 1.7569 -0.1343 -3.5001 0.538 -0.599 -0.515 -0.05
H 1.2633 0.0820 -2.7090 -0.005 0.315 0.481 -0.03
H 1.1632 0.0804 -4.2196 -0.001 0.131 -0.246 0.03
O 0.0005 0.7671 -1.7704 0.456 -0.074 0.236 -0.06
H -0.5700 1.1577 -1.1084 -0.589 0.534 0.247 0.00
H -0.5962 0.4764 -2.4601 -1.002 -0.546 -0.215 0.01
O -2.0336 -2.0497 -0.8296 -0.258 -0.264 2.693 -0.06
H -1.8742 -1.6751 -1.6959 0.548 1.094 -1.961 -0.05
H -1.8743 -2.9870 -0.9404 -0.119 -0.317 -0.154 0.03
```
Forces are in eV/Å.

Summary:
- spin multiplicity = 1
- total charge = +1
- molecular weight (Da) = 505.15
- Kohn-Sham gap (Eh) = 0.0978

***

# 2
ORCA calculation (wB97M-V/def2-TZVPD) on a 14-piece molecular cluster, CH29NO13 overall.

XYZ file:
```
44
Properties=species:S:1:pos:R:3:forces:R:3:lowdin_charge:R:1
C 2.9061 1.1205 -2.4445 0.332 -1.540 1.060 -0.08
N 3.2714 0.2452 -1.5989 0.196 0.575 0.576 0.02
H 2.5515 2.0199 -1.9328 -0.129 0.238 -0.992 0.06
H 2.8832 0.9059 -3.5113 0.031 0.664 -0.126 0.08
H 3.6687 -0.6523 -1.8779 -0.431 0.328 -0.707 0.07
H 0.0826 -0.2660 -3.4122 -1.719 -0.435 0.878 0.00
H -1.6251 -0.0368 -3.5191 0.410 -0.597 1.008 0.02
O -0.7358 0.0552 -3.8414 0.877 1.215 -2.156 -0.09
H -3.9585 -1.0642 0.3076 0.077 -0.056 -0.018 0.02
H -3.5610 -2.2401 -0.5705 0.073 -0.031 0.026 0.03
O -4.1087 -2.0109 0.1865 0.034 0.151 0.100 -0.05
H 0.2517 -0.1157 3.7303 -0.222 -0.216 -0.116 0.09
H 0.4277 -1.4121 2.8562 -0.248 -0.016 0.378 0.05
O 0.6081 -0.4684 2.9075 0.396 0.111 -0.198 -0.04
H -0.5060 3.4090 -1.8682 -0.079 -0.089 0.026 0.07
H 0.8169 3.4555 -1.0410 0.003 0.098 -0.254 0.05
O -0.1420 3.4586 -0.9794 0.245 0.109 -0.088 -0.04
H 2.5110 -0.2884 2.9424 0.484 0.450 0.396 -0.01
H 3.3338 -0.7696 1.8591 0.697 0.140 0.034 0.01
O 3.4280 -0.1734 2.6201 -0.915 -0.658 -0.394 -0.08
H -2.7706 -1.7210 2.3253 -0.108 0.101 -0.133 0.02
H -1.9093 -0.4619 2.1343 -0.204 -0.009 -0.269 -0.01
O -2.2671 -1.0561 2.8077 0.214 -0.253 0.260 -0.07
H -3.1532 3.0097 0.1170 -0.589 -0.701 -0.029 0.04
H -3.5326 1.9111 -1.0584 -0.314 -0.259 0.948 0.03
O -3.0784 2.7035 -0.7889 0.692 1.516 -1.132 -0.05
H 0.0443 -1.7026 -1.5617 0.474 -0.021 -0.597 0.02
H 0.6272 -0.3932 -1.2245 0.440 -0.412 -0.600 0.01
O 0.7013 -1.0735 -1.9365 -0.378 0.079 1.058 -0.11
H -1.8912 1.4281 0.8583 0.258 -0.280 -0.409 0.03
H -1.0302 0.4609 0.0084 0.095 0.197 0.051 0.02
O -1.9183 0.5877 0.3609 -0.254 -0.567 0.540 -0.07
H 1.2821 -0.0485 1.2043 0.791 0.330 -0.110 0.01
H 1.9035 0.5557 -0.2802 0.675 -0.667 1.354 0.02
O 1.1667 0.3747 0.3429 -1.466 0.660 -0.950 -0.08
H 1.6518 -2.2602 0.2027 0.315 -0.513 -0.045 0.03
H 2.1767 -3.5483 1.0047 0.089 0.192 -0.396 0.07
O 1.7861 -2.6723 1.0711 0.105 0.525 0.658 -0.04
H -0.3154 -2.5625 0.6524 -0.162 0.233 -0.109 0.04
H -0.1724 -3.7244 -0.2647 -0.159 0.067 -0.308 0.07
O -0.4536 -2.8002 -0.2747 -0.637 -0.625 0.346 -0.05
H -0.0880 1.9032 1.2156 0.263 0.145 1.002 0.00
H -0.4096 3.1786 0.6970 -0.440 0.550 0.592 -0.01
O -0.4533 2.7397 1.5745 0.188 -0.725 -1.154 -0.08
```
Forces are in eV/Å.

Summary:
- energy above the lowest of the compared OMol25 structures with the same formula, charge and spin (kJ/mol) = 211.5
- spin multiplicity = 1
- molecular weight (Da) = 263.24
- Kohn-Sham gap (Eh) = 0.3886

***

# 3
ORCA calculation (wB97M-V/def2-TZVPD) on a 15-piece molecular cluster, CH29O17 overall.

XYZ file:
```
47
Properties=species:S:1:pos:R:3:forces:R:3:lowdin_charge:R:1
C -0.7282 0.1880 -0.4018 -1.968 0.282 0.988 -0.77
O -0.4817 0.9635 0.5531 1.092 -0.455 0.072 -0.08
O 0.2683 -0.4488 -0.9870 -0.814 -1.105 -1.331 0.16
O -1.9096 -0.0304 -0.7704 1.136 -0.431 -1.062 -0.02
H 1.0543 -0.3429 -0.4775 1.477 0.432 0.658 0.09
O 1.5395 2.6198 0.9231 0.931 0.533 0.256 -0.05
H 1.3951 3.1685 1.6975 -0.119 0.069 0.104 0.04
H 0.7113 2.1444 0.8197 -0.165 -0.325 0.070 -0.03
O 0.5864 -3.5008 -0.2242 0.492 -0.009 1.670 -0.03
H 0.2890 -3.2486 -1.0829 -0.458 0.150 -1.457 0.02
H 1.2426 -4.1924 -0.2999 -0.221 -0.403 -0.315 0.05
O -2.0793 0.4621 2.5501 -0.081 0.542 0.084 -0.03
H -1.7496 0.3004 1.6575 -0.064 0.252 -0.072 0.00
H -2.0721 -0.3780 2.9793 -0.243 -0.929 0.455 0.04
O 3.8910 0.7800 1.1204 1.626 -0.511 0.053 -0.05
H 3.6309 1.6875 1.0984 -0.643 1.019 -0.056 0.02
H 3.1050 0.3071 1.3737 -0.665 0.116 0.241 -0.03
O -2.1357 -2.5349 0.4617 0.049 -0.703 0.537 -0.03
H -1.1874 -2.4819 0.3915 0.747 -0.634 0.149 -0.02
H -2.3465 -1.6969 0.0766 -0.930 1.096 -0.541 -0.02
O -1.8443 3.0930 0.3600 -0.761 1.636 0.669 -0.04
H -1.3881 2.2556 0.4549 0.071 -0.596 -0.250 -0.05
H -2.1801 3.2066 -0.5210 -0.036 -0.236 -0.427 0.02
O -4.3537 0.3341 0.1637 0.749 -1.374 -0.060 -0.07
H -4.6352 1.2144 0.0549 -0.707 1.672 -0.014 -0.01
H -3.4065 0.3828 -0.0997 -0.500 -0.222 0.138 -0.02
O 1.7517 -0.6130 1.8421 -2.237 0.011 0.608 -0.02
H 0.8510 -0.8279 2.1947 0.863 0.848 -0.542 0.10
H 2.1475 -1.4627 1.8669 0.993 -1.339 0.008 0.04
O 0.4321 2.5090 -1.9228 2.168 0.022 -0.419 0.01
H -0.4340 2.7359 -2.1507 -1.976 0.473 -0.374 -0.01
H 0.3930 1.9110 -1.1870 0.078 0.007 0.458 -0.01
O -1.5225 0.6107 -3.6636 0.069 -0.327 -1.706 -0.02
H -2.0474 1.3091 -4.0484 -0.188 0.199 -0.242 0.03
H -1.5335 0.7896 -2.7469 -0.073 -0.012 1.769 -0.04
O -0.2296 2.1600 3.7158 0.958 0.522 0.663 -0.05
H -0.8213 1.7007 3.1362 -1.361 -0.360 -0.755 -0.04
H 0.4013 1.4579 3.8719 0.535 0.026 0.272 0.02
O -1.2797 -2.6598 -2.8074 1.109 -0.183 -0.125 -0.04
H -1.1730 -1.8838 -2.2509 -0.170 0.494 -0.049 -0.01
H -2.1388 -2.9938 -2.5949 -0.792 -0.239 0.314 0.03
O 3.6495 -0.0338 -1.4299 -0.272 0.469 -1.594 -0.06
H 3.5766 -0.9697 -1.2846 0.029 -0.382 0.298 -0.04
H 3.8934 0.3363 -0.5870 0.229 0.296 0.885 -0.03
O 3.2657 -2.5454 -0.4992 2.117 -0.236 -1.146 -0.01
H 2.5099 -2.7515 -0.0174 -2.358 -0.151 1.544 -0.03
H 3.0930 -3.0313 -1.3081 0.284 -0.003 -0.427 0.07
```
Forces are in eV/Å.

Summary:
- energy above the lowest of the compared OMol25 structures with the same formula, charge and spin (kJ/mol) = 58.9
- spin multiplicity = 1
- total charge = -1
- molecular weight (Da) = 313.23
- Kohn-Sham gap (Eh) = 0.3527